Run w
The following is a DFT calculation (ωB97M-V/def2-TZVPD) of an isolated molecule of C2H3Cl2NO.

SMILES: CC(Cl)(Cl)N=O
Total charge: 0

Each line ends with the Löwdin charge.
CARTESIAN COORDINATES (ANGSTROEM)
C 0.09 -0.63 -0.84  -0.1423
C 0.15 0.41 0.23  -1.2363
Cl 1.87 0.93 0.44  0.6083
Cl -0.74 1.93 -0.05  0.6317
N -0.32 -0.14 1.47  -0.0969
O -1.25 0.39 1.96  -0.0048
H 0.52 -0.30 -1.68  0.0249
H -0.93 -1.10 -1.12  0.1295
H 0.62 -1.49 -0.43  0.0860

Run x
The following is a DFT calculation (ωB97M-V/def2-TZVPD) of a cluster of 2 separate species, C2H3Cl2NO in total.

Total charge: 0

Each line ends with the Löwdin charge.
CARTESIAN COORDINATES (ANGSTROEM)
C -1.56 -2.56 2.45  -0.6832
C 1.84 -0.44 1.23  -0.5284
N 1.49 0.78 1.03  -0.0938
O -0.77 -3.08 1.70  -0.0349
Cl -3.24 -3.02 2.51  0.6238
Cl 1.36 -1.47 -0.21  0.4268
H -1.22 -1.89 3.15  0.0563
H 1.16 1.18 0.13  0.0944
H 1.74 1.58 1.70  0.1389

Which structure is the most stable? The one labeled run x.

Run w
The following is a DFT calculation (ωB97M-V/def2-TZVPD) of an isolated molecule of C4H8O2S.

SMILES: COCSC(C)=O
Total charge: 0

Each line ends with the Löwdin charge.
CARTESIAN COORDINATES (ANGSTROEM)
C -0.32 -3.02 -0.45  -0.0902
O -0.48 -1.60 -0.36  -0.2788
C 0.81 -0.99 -0.46  -0.5514
S 0.76 0.78 -0.74  0.9867
C -0.18 1.56 0.61  -0.7356
C -1.27 0.76 1.26  -0.0488
O 0.01 2.70 0.89  0.0239
H 0.41 -3.31 0.27  0.0706
H -1.26 -3.59 -0.26  0.1036
H 0.09 -3.26 -1.44  0.0895
H 1.49 -1.32 0.38  0.1104
H 1.32 -1.28 -1.40  0.0745
H -1.20 -0.31 1.01  0.0577
H -2.23 1.03 0.89  0.0778
H -1.21 1.03 2.35  0.1103

Run x
The following is a DFT calculation (ωB97M-V/def2-TZVPD) of a structure of composition C4H8O2S.

Total charge: 0

Each line ends with the Löwdin charge.
CARTESIAN COORDINATES (ANGSTROEM)
C -1.46 -0.29 -0.86  -0.1445
C -0.09 -0.22 1.53  -0.1134
C 1.38 -0.48 -1.26  -0.1693
C -0.10 0.62 0.29  -0.7049
O -1.94 -1.37 -0.57  0.0293
O 1.11 0.63 -0.54  -0.2509
S -0.51 2.42 0.39  0.7753
H -1.60 0.37 -1.76  0.1144
H -1.15 -0.47 1.88  0.1045
H 0.43 -1.22 1.13  0.1276
H 0.35 0.14 2.47  0.0751
H 2.24 -0.33 -1.96  0.1072
H 0.36 -0.85 -1.78  0.1153
H 1.78 -1.28 -0.65  0.0736
H -0.80 2.35 1.70  -0.1392

Which structure is the most stable? The one labeled run w.